Record 1
A cluster of 14 separate species, C21H70N12O14 in total, computed with ωB97M-V with the def2-TZVPD basis set.

Computed properties:
**Energy**: -2552.4270 Ha
**HOMO-LUMO gap**: 0.282 hartree
**Maximum force**: 0.1815 hartree/bohr
**LUMO**: -0.020 Ha
**ΔE to the lowest compared entry with this formula, charge and spin**: 29.9 kcal per mole

XYZ file:
```
117
C21H70N12O14 ωB97M-V with the def2-TZVPD basis set
O -0.141 1.248 1.139
O 0.214 -3.855 1.698
O 0.879 3.138 -3.590
O 0.426 -2.670 -3.834
O -2.488 -1.001 -1.540
O 1.597 1.192 4.759
O -2.323 0.127 5.228
O -4.327 -2.841 3.239
O -1.735 2.176 -4.660
O -1.398 3.127 -0.365
O 0.546 -1.781 3.551
O 3.508 6.101 -0.676
O 2.973 0.907 1.647
O 2.530 -2.152 -1.947
N 2.013 -3.304 0.447
N -0.463 1.907 3.803
N -2.205 0.655 -6.318
N 2.765 -1.790 2.639
N -2.494 -3.816 2.090
N 2.495 -2.872 4.490
N -2.087 -2.250 3.462
N -1.394 -3.308 -2.376
N -2.068 -0.094 -4.250
N -1.908 -2.835 -4.427
N 0.622 -4.599 -0.578
N 1.393 2.787 3.115
C 0.344 -0.297 -0.597
C -3.179 -1.278 -0.371
C -3.653 0.020 4.855
C -1.830 2.873 -1.651
C 1.908 -2.189 3.558
C 3.754 -2.152 -2.631
C -0.944 -2.920 -3.557
C 4.492 -0.328 0.388
C 2.481 5.096 -0.851
C -3.003 -2.987 2.954
C 1.150 2.064 -2.712
C -3.650 0.855 3.618
C 0.904 -3.870 0.519
C -3.608 -0.053 0.356
C 0.841 1.976 3.938
C 0.002 -0.132 0.838
C 3.839 1.014 0.548
C 2.444 4.239 0.406
C -3.341 3.137 -1.845
C 2.574 1.598 -3.046
C -2.027 0.918 -5.055
H 1.832 -2.193 -2.603
H 5.115 -0.570 1.295
H 0.841 -0.476 1.483
H -0.953 1.114 4.327
H -2.423 -3.655 -2.213
H -1.044 2.714 3.437
H -0.614 -3.659 -1.809
H -3.549 1.912 3.975
H -3.560 3.235 -2.927
H -2.151 0.036 -3.278
H -4.048 -1.033 4.733
H 1.557 5.639 -1.123
H -3.524 4.148 -1.359
H 0.752 3.453 2.631
H -3.196 -4.375 1.528
H -2.717 0.533 0.556
H 2.026 4.775 1.251
H 3.426 3.901 0.649
H 2.384 3.074 3.237
H 2.571 -0.926 2.039
H -0.366 0.309 -1.184
H -2.527 -1.868 0.287
H 3.240 1.244 -0.343
H -1.630 -2.869 -5.448
H -2.297 -0.253 -6.816
H -3.987 -1.875 -0.652
H -4.344 0.554 -0.151
H -3.977 2.329 -1.405
H 1.791 3.361 0.366
H -0.809 -0.771 1.245
H -0.117 3.123 -3.616
H 3.755 -1.041 0.242
H -1.238 3.489 -2.384
H -2.340 -1.402 4.001
H 2.701 1.285 -4.085
H 2.418 1.680 1.768
H -1.470 -3.929 1.857
H -1.037 -2.318 3.338
H 0.997 2.380 -1.663
H -2.223 1.479 -6.973
H 4.362 -2.900 -2.157
H -2.229 -0.335 6.104
H 1.946 -3.111 5.413
H -2.190 -1.105 -4.501
H -1.597 1.820 -1.854
H -3.884 -0.464 1.367
H -0.227 1.429 2.113
H -2.877 -3.035 -4.284
H 3.548 -2.974 4.580
H 1.092 -4.653 -1.482
H -1.926 -1.744 -1.847
H -4.218 0.608 5.567
H 2.783 4.487 -1.719
H 4.272 -1.236 -2.443
H 2.518 -2.968 -0.342
H 4.647 1.761 0.777
H 0.407 1.293 -2.952
H 5.240 -0.359 -0.358
H 1.308 0.077 -0.782
H -4.577 0.813 3.076
H -0.183 -5.206 -0.378
H -1.067 2.299 0.057
H 2.787 0.668 -2.582
H 0.325 -1.323 -0.956
H 4.060 5.996 -1.444
H 3.712 -2.114 2.660
H 3.253 2.388 -2.801
H -2.795 0.501 2.949
H 2.126 -2.688 1.297
H 3.690 -2.261 -3.696
```

Record 2
A cluster of 19 separate species, C21H78ClN30O22 in total, computed with ωB97M-V with the def2-TZVPD basis set.

Computed properties:
**Total charge**: -1
**Energy**: -4605.6365 Ha
**HOMO-LUMO gap**: 0.349 hartree
**Maximum force**: 0.0872 hartree/bohr
**LUMO**: 0.074 Ha

XYZ file:
```
152
C21H78ClN30O22 ωB97M-V with the def2-TZVPD basis set
Cl 0.177 -0.874 0.273
O 2.655 2.684 1.753
O 1.414 -0.754 0.951
O 5.735 -1.196 -1.198
O 0.154 5.235 4.893
O 4.122 -4.697 -1.829
O -5.675 0.769 3.339
O 3.004 -0.911 6.200
O 0.073 -2.129 -0.387
O -3.174 1.023 -1.186
O -4.136 -4.925 -0.196
O -1.778 -2.027 5.352
O -6.908 -1.675 -1.782
O -0.914 -0.563 1.252
O 3.408 -2.650 -4.916
O -1.821 2.453 -3.111
O 3.852 3.167 -3.032
O 1.133 -4.410 2.001
O -1.174 2.616 5.176
O -0.987 -2.345 -3.055
O 2.020 1.963 -5.616
O 0.191 0.108 -0.749
O -0.860 5.961 -0.132
N 5.371 -5.878 -3.508
N 3.072 -3.694 1.100
N -0.839 0.572 6.143
N -0.280 3.445 -4.566
N -2.093 -3.963 -0.267
N -3.184 -4.195 1.725
N 6.000 -3.783 -2.804
N -2.520 4.620 -0.945
N -0.292 3.843 -0.782
N 0.451 1.923 -3.092
N 0.537 1.963 2.724
N -2.543 0.866 4.679
N -5.069 -1.955 -0.503
N 2.449 -0.778 3.983
N 3.169 0.459 -6.882
N -5.570 -1.367 2.485
N 1.201 -1.921 -5.292
N -6.981 0.095 1.593
N 2.042 3.383 3.809
N -5.667 0.063 -1.490
N 3.969 2.086 -0.955
N 3.981 0.996 -4.798
N 4.425 -0.307 0.503
N 4.398 0.187 4.820
N 3.433 -0.955 -1.494
N 3.293 4.340 -1.065
N 1.771 -3.238 -3.467
N 1.465 -4.816 -0.190
N -0.398 -2.217 3.620
N -0.798 -4.065 5.007
C -1.195 4.880 -0.560
C 4.659 -0.905 -0.750
C -2.965 1.616 0.078
C 3.267 -0.542 5.093
C 2.202 -2.611 -4.621
C -6.016 -0.105 2.536
C -3.215 -4.434 0.408
C -0.635 2.517 -3.626
C -0.783 5.504 3.791
C -1.954 -1.389 -3.639
C -1.512 1.432 5.362
C 1.854 -4.297 1.006
C -1.040 -2.739 4.651
C 2.997 1.223 -5.747
C 3.734 3.182 -1.776
C 1.778 2.693 2.620
C 5.085 -4.744 -2.585
C -0.749 7.005 3.432
C -2.647 -2.105 -4.775
C -5.861 -1.252 -1.298
C -4.208 2.322 0.547
H 1.424 -1.040 4.178
H 2.828 3.960 4.021
H 0.678 4.071 -0.686
H -4.939 1.538 0.624
H 2.570 -0.530 -1.153
H 3.817 -0.326 -6.899
H 3.180 -1.698 -2.146
H 0.018 0.799 6.599
H 4.100 1.766 -4.095
H 4.801 0.600 -5.218
H 0.223 7.346 3.136
H 0.199 1.410 1.979
H -2.603 -0.967 -2.895
H -3.052 0.048 4.969
H -1.121 3.909 -4.896
H -0.104 2.376 3.353
H -1.111 -0.414 6.108
H 3.134 4.106 -0.117
H -4.727 -1.517 3.027
H -6.424 0.564 -1.903
H 3.476 -0.194 0.793
H -0.605 2.891 -0.696
H -2.742 1.557 -1.908
H 4.904 0.364 5.658
H 5.785 -5.482 -4.330
H 1.225 3.886 4.207
H 0.811 -3.334 -3.357
H -3.104 5.417 -1.106
H -4.788 0.541 -1.273
H 5.124 -0.190 1.190
H -7.074 1.064 1.378
H 2.983 5.179 -1.545
H -2.388 -3.953 2.243
H -3.996 2.823 1.527
H -2.180 2.329 -0.077
H -5.150 -2.972 -0.701
H 6.004 -2.922 -2.231
H -2.656 0.877 0.770
H -6.869 -0.505 0.768
H 4.747 0.630 3.965
H -1.081 7.602 4.308
H -5.541 -1.898 1.602
H 0.136 1.177 -2.479
H -2.482 4.025 -1.746
H 3.653 2.067 0.043
H -3.058 1.521 4.067
H 2.639 -0.262 3.126
H 2.360 -3.913 -3.027
H 0.572 -5.276 -0.194
H 0.445 -1.626 -4.661
H -0.254 4.549 5.413
H -0.461 -1.864 -2.376
H -0.496 -1.333 3.180
H -3.330 -1.492 -5.341
H 0.433 3.177 -5.184
H -1.489 -3.205 0.099
H -4.164 -1.568 -0.343
H 4.701 -6.601 -3.495
H -1.365 7.260 2.545
H -1.491 -0.445 -3.991
H 2.317 0.280 -7.358
H -1.193 -4.419 5.851
H -4.616 3.014 -0.244
H -3.345 -2.893 -4.427
H 4.424 1.264 -1.392
H -1.954 -2.517 -5.518
H -4.019 -4.633 2.231
H 1.616 -1.202 -5.842
H 0.289 -2.722 3.123
H 6.905 -4.135 -3.110
H 2.050 -4.719 -1.001
H -0.470 4.958 2.869
H -1.782 5.094 4.027
H -2.245 -3.942 -1.295
H 3.396 -3.399 0.201
H 1.369 1.870 -3.488
H -0.167 -4.617 4.476
H 3.193 -2.972 1.843
```